Record 1
ORCA calculation (ωB97M-V/def2-TZVPD) on C9H11FO12Zn as an isolated structure.

XYZ file:
```
34
Properties=species:S:1:pos:R:3:mulliken_spin:R:1
Zn -1.518 -0.825 0.165 -0.01
O -4.015 0.312 2.779 0.00
C -3.176 -0.052 1.828 -0.06
O -2.101 -0.658 2.052 0.34
O -3.208 0.290 0.647 0.32
H -3.666 0.000 3.617 0.00
O -2.590 -2.485 -3.135 0.00
C -2.163 -1.999 -1.962 -0.03
O -1.347 -1.034 -1.868 0.23
O -2.555 -2.373 -0.844 0.19
H -2.175 -1.828 -3.699 0.00
C -0.099 5.300 -0.698 0.00
C 0.575 4.004 -1.061 0.00
C 1.692 3.588 -0.175 0.00
O 1.423 2.299 0.311 0.00
C 0.285 1.914 -0.201 0.00
O -0.223 0.725 -0.075 0.01
O -0.299 2.978 -0.771 0.00
H -0.948 5.333 -1.382 0.00
H 0.462 6.211 -0.906 0.00
H -0.434 5.342 0.338 0.00
H 0.801 3.998 -2.128 0.00
H 1.698 4.168 0.747 0.00
H 2.628 3.809 -0.687 0.00
C 2.645 -4.273 -0.002 0.00
C 2.285 -4.568 1.416 0.00
O 1.182 -3.706 1.660 0.00
C 1.030 -2.868 0.683 0.00
O 0.198 -1.975 0.619 -0.01
O 2.047 -2.992 -0.136 0.00
F 3.319 -4.050 2.129 0.00
H 2.267 -4.908 -0.803 0.00
H 3.698 -4.066 -0.196 0.00
H 2.281 -5.610 1.736 0.00
```

Computed properties:
- multiplicity = 2
- total charge = +1
- lowest unoccupied orbital energy (alpha / beta) (eV) = -2.177 / -7.942
- frontier orbital gap (alpha / beta) (eV) = 12.1 / 4.5

Record 2
ORCA calculation (ωB97M-V/def2-TZVPD) on a 2-piece molecular cluster, C9H11N overall.

XYZ file:
```
21
Properties=species:S:1:pos:R:3:lowdin_charge:R:1
C -2.716 -0.312 -0.060 -0.04
C -0.333 -0.391 1.133 -0.01
C 0.562 0.619 -0.734 0.03
C -2.910 -0.081 -1.419 -0.08
C -1.314 -0.217 0.224 -0.21
C -0.691 0.197 -1.021 -0.20
C 0.937 0.077 0.553 -0.64
C 1.854 -1.171 0.224 -0.04
C 1.619 0.979 1.552 -0.06
N -1.703 0.247 -2.071 0.08
H -3.406 -0.225 0.794 0.11
H -0.515 -0.646 2.196 0.14
H 2.165 1.473 -2.080 0.14
H -3.812 -0.268 -2.027 0.12
H 2.537 -0.892 -0.724 0.10
H 1.180 -1.999 0.018 0.07
H 2.527 -1.509 1.120 0.10
H 2.195 1.718 0.850 0.10
H 2.361 0.572 2.290 0.08
H 0.893 1.553 2.190 0.09
H -1.430 0.278 -3.009 0.11
```

Computed properties:
- ΔE to the lowest compared entry with this formula, charge and spin (eV) = 6.184
- lowest unoccupied orbital energy (alpha / beta) (eV) = -0.176 / -0.410
- frontier orbital gap (alpha / beta) (eV) = 7.2 / 6.9

Record 3
ORCA calculation (ωB97M-V/def2-TZVPD) on a single C9H11N molecule.

XYZ file:
```
21
Properties=species:S:1:pos:R:3:lowdin_charge:R:1
C -0.933 1.473 -0.810 -0.12
C -0.020 0.612 -0.847 -0.20
C -2.321 -0.643 0.150 -0.22
C -2.531 0.584 0.719 -0.07
C 1.209 0.246 -1.540 -0.02
C -2.208 -1.791 -0.242 0.07
C 1.093 -0.067 -0.038 -0.40
C 0.841 -1.547 0.403 -0.06
C 1.752 0.672 1.129 -0.04
N -1.883 1.607 0.215 -0.01
H -1.230 1.766 -1.794 0.13
H 1.126 -0.476 -2.328 0.11
H 1.736 1.169 -1.740 0.11
H -2.289 -2.921 -0.044 0.09
H 0.148 -1.410 1.314 0.09
H 1.683 -2.077 0.798 0.06
H 0.236 -2.082 -0.449 0.09
H 2.885 0.567 1.213 0.11
H 1.378 0.073 1.937 0.05
H 1.354 1.685 1.341 0.09
H -2.026 2.560 0.613 0.15
```

Computed properties:
- ΔE to the lowest compared entry with this formula, charge and spin (eV) = 5.923
- lowest unoccupied orbital energy (eV) = 0.382
- frontier orbital gap (eV) = 8.4

Record 4
ORCA calculation (ωB97M-V/def2-TZVPD) on an isolated ion of composition C9H11N2O3S and charge +1.

XYZ file:
```
26
Properties=species:S:1:pos:R:3:lowdin_charge:R:1
C 0.621 2.532 0.311 -0.08
C -0.566 3.092 0.075 -0.35
C -0.762 0.797 0.317 -0.36
C -3.449 -1.357 0.666 -0.12
C -3.267 -1.355 -0.641 -0.04
C 2.040 -1.157 -1.098 -0.05
C 3.280 -0.279 -0.915 -0.10
C -1.339 -0.681 0.305 -0.32
C 1.612 0.271 0.609 -0.39
N 0.486 1.193 0.405 0.02
N -2.356 -0.856 1.337 0.06
O -1.893 -0.974 -0.924 -0.03
O 1.407 -0.983 0.229 -0.04
O 2.740 0.716 -0.035 -0.02
S -1.823 2.026 0.000 1.26
H 1.646 2.815 0.336 0.15
H -0.853 4.180 0.011 0.12
H -4.284 -1.833 1.194 0.14
H -3.875 -1.924 -1.224 0.09
H 1.253 -0.898 -1.851 0.15
H 2.333 -2.250 -1.062 0.16
H 4.089 -0.851 -0.430 0.13
H 3.776 0.094 -1.865 0.16
H -0.474 -1.357 0.463 0.15
H 1.874 0.401 1.619 0.18
H -2.217 -1.362 2.166 0.12
```

Computed properties:
- ΔE to the lowest compared entry with this formula, charge and spin (eV) = 1.319
- total charge = +1
- lowest unoccupied orbital energy (eV) = -3.634
- frontier orbital gap (eV) = 7.6

Record 5
ORCA calculation (ωB97M-V/def2-TZVPD) on a single C9H11N3 molecule.

XYZ file:
```
23
Properties=species:S:1:pos:R:3:lowdin_charge:R:1
C -0.759 -0.446 2.789 -0.04
C -1.143 0.189 1.358 -0.21
C -2.342 0.692 0.992 -0.09
C -2.644 1.077 -0.340 -0.13
C -1.743 0.887 -1.336 -0.12
C -0.563 0.240 -1.013 -0.13
C -0.251 -0.295 0.319 -0.12
N 0.996 -1.060 0.600 0.12
C 1.933 -0.835 -0.306 -0.53
N 3.147 -1.496 -0.209 0.13
N 1.793 -0.035 -1.304 0.00
C 0.642 0.331 -2.075 -0.14
H 0.006 0.151 3.192 0.04
H -1.578 -0.235 3.580 0.09
H -0.602 -1.455 2.384 0.07
H -3.019 1.101 1.797 0.12
H -3.402 1.921 -0.567 0.13
H -1.991 1.204 -2.430 0.14
H 4.060 -1.218 -0.602 0.10
H 3.436 -1.933 0.625 0.07
H 2.720 0.334 -1.872 0.22
H 0.904 1.295 -2.540 0.11
H 0.403 -0.415 -3.042 0.15
```

Computed properties:
- ΔE to the lowest compared entry with this formula, charge and spin (eV) = 3.136
- lowest unoccupied orbital energy (eV) = 0.510
- frontier orbital gap (eV) = 8.0
- SMILES = Cc1cccc2c1N=C(N)NC2

Record 6
ORCA calculation (ωB97M-V/def2-TZVPD) on C9H11N3O2 as an isolated structure.

XYZ file:
```
25
Properties=species:S:1:pos:R:3:lowdin_charge:R:1
C -0.773 -1.863 -2.187 -0.09
C -1.148 -0.565 -2.495 -0.06
C -0.092 -2.128 -1.009 -0.03
C -0.877 0.501 -1.651 -0.22
C 0.171 -1.083 -0.151 -0.19
C -0.241 0.243 -0.429 -0.24
C 0.938 -0.073 1.802 -0.29
C -1.335 1.884 -2.006 -0.04
C -0.042 -0.036 2.929 -0.01
N 1.003 -1.180 0.988 0.10
N -0.017 1.136 0.568 0.16
N 2.220 0.547 2.060 -0.34
O 3.149 0.177 1.357 0.08
O 2.285 1.419 2.898 0.10
H -0.992 -2.666 -2.874 0.10
H -1.672 -0.369 -3.418 0.11
H 0.239 -3.124 -0.766 0.11
H -2.409 1.980 -1.836 0.09
H -0.835 2.640 -1.406 0.06
H -1.144 2.085 -3.059 0.08
H 0.252 -0.755 3.694 0.10
H -1.026 -0.295 2.552 0.09
H -0.070 0.960 3.363 0.08
H 1.963 -1.437 0.750 0.15
H 0.454 2.001 0.330 0.10
```

Computed properties:
- ΔE to the lowest compared entry with this formula, charge and spin (eV) = 2.817
- lowest unoccupied orbital energy (eV) = -0.848
- frontier orbital gap (eV) = 7.2

Record 7
ORCA calculation (ωB97M-V/def2-TZVPD) on a single C9H11N3O2 molecule.

XYZ file:
```
25
Properties=species:S:1:pos:R:3:lowdin_charge:R:1
O 1.779 -0.991 2.965 -0.07
N 1.090 -0.989 1.900 0.00
N 0.365 0.128 1.631 -0.14
C -0.057 0.887 2.746 -0.10
C -0.750 2.034 1.920 -0.15
C -0.545 1.689 0.544 -0.18
C -0.490 0.173 0.476 -0.21
C -0.155 -0.539 -0.812 -0.12
C 0.550 0.180 -1.755 -0.06
C 0.929 -0.393 -2.926 -0.03
C 0.565 -1.751 -3.090 -0.01
N -0.257 -2.431 -2.278 -0.27
O -0.281 -3.656 -2.417 -0.05
C -0.537 -1.837 -1.112 0.04
H -0.746 0.278 3.297 0.12
H 0.752 1.205 3.409 0.12
H -1.696 2.160 2.186 0.07
H -0.264 2.958 2.146 0.12
H -1.296 2.182 -0.012 0.12
H 0.391 2.111 0.138 0.13
H -1.439 -0.224 0.807 0.15
H 0.857 1.232 -1.719 0.12
H 1.426 0.255 -3.634 0.11
H 0.848 -2.277 -4.045 0.15
H -1.040 -2.385 -0.364 0.14
```

Computed properties:
- ΔE to the lowest compared entry with this formula, charge and spin (eV) = 5.052
- lowest unoccupied orbital energy (eV) = 0.351
- frontier orbital gap (eV) = 9.0
- SMILES = O=NN1CCC[C@H]1c1ccc[n+]([O-])c1

Record 8
ORCA calculation (ωB97M-V/def2-TZVPD) on a single C9H11NO molecule.

XYZ file:
```
22
Properties=species:S:1:pos:R:3:lowdin_charge:R:1
C 0.484 1.121 2.640 0.02
C -0.843 0.853 2.079 -0.46
O -1.933 0.990 2.683 0.04
N -0.771 0.506 0.760 0.01
C -1.776 0.506 -0.190 -0.04
C -1.406 0.049 -1.383 0.00
C 0.005 -0.501 -1.333 -0.41
C 0.149 -1.830 -1.984 -0.03
C 1.230 0.351 -1.541 0.01
C 1.527 0.407 -0.261 -0.05
C 0.369 -0.330 0.240 -0.15
H 0.855 0.141 2.732 0.08
H 0.439 1.502 3.641 0.10
H 1.107 1.591 2.012 0.04
H -2.679 0.991 0.116 0.12
H -1.883 0.024 -2.337 0.10
H 0.169 -2.654 -1.301 0.08
H 1.040 -1.964 -2.585 0.09
H -0.785 -1.969 -2.497 0.07
H 1.692 0.710 -2.500 0.13
H 2.339 0.777 0.230 0.07
H 0.671 -1.271 0.778 0.17
```

Computed properties:
- ΔE to the lowest compared entry with this formula, charge and spin (eV) = 2.917
- lowest unoccupied orbital energy (eV) = 0.852
- frontier orbital gap (eV) = 9.2
- SMILES = CC(=O)N1C=C[C@@]2(C)C=C[C@@H]12

Number 1: total energy -3131.4062 Ha. Number 2: total energy -404.0228 Ha. Number 3: total energy -404.0324 Ha. Number 4: total energy -1082.6171 Ha. Number 5: total energy -513.7248 Ha. Number 6: total energy -664.1676 Ha. Number 7: total energy -664.0854 Ha. Number 8: total energy -479.4374 Ha.